The following is a DFT calculation (the ωB97M-V functional and the def2-TZVPD basis) of 8 unconnected molecules or ions with the total composition C37H51Br14ClN2O5 at a distorted geometry.

## Properties
- Orbital gap: 0.3071 hartree
- Structure (SMILES): CC[C@@H](Cl)c1cc2c(c(CCO)c1N(C(C)=O)C(C)=O)C(=O)N(c1ccccc1)C2=O.BrCCBr.BrCCBr.BrCCBr.BrCCBr.BrCCBr.BrCCBr.BrCCBr
- Max |F|: 0.034 Eh/bohr
- Net charge: 0

```
110
C37H51Br14ClN2O5, DFT the ωB97M-V functional and the def2-TZVPD basis
C 1.3492 -1.0180 2.7046
C 0.8257 -0.8870 1.2623
C 0.6531 0.5998 0.8726
Cl 1.9974 1.2149 -0.1376
C -0.7262 0.8092 0.2571
C -1.6495 1.4096 1.1039
C -2.9397 1.5998 0.6625
C -3.2956 1.1762 -0.5999
C -2.4083 0.5625 -1.4683
C -2.8901 0.0870 -2.8039
C -2.9925 1.2486 -3.8370
O -2.5807 2.5150 -3.3310
C -1.0883 0.3877 -1.0365
N -0.0582 -0.2461 -1.8281
C 0.1719 0.3503 -3.1239
C 0.5597 1.8045 -3.1274
O 0.0500 -0.2577 -4.1533
C -0.0295 -1.6811 -1.8370
C -1.0981 -2.5015 -1.1567
O 0.9020 -2.2355 -2.3602
C -4.7334 1.5169 -0.8107
O -5.3720 1.3962 -1.8231
N -5.1933 2.0802 0.3956
C -6.5509 1.8952 0.8137
C -7.0806 2.6819 1.8305
C -8.3947 2.5406 2.2385
C -9.2224 1.6008 1.6413
C -8.6928 0.7939 0.6478
C -7.3761 0.9365 0.2376
C -4.1333 2.2233 1.3254
O -4.1729 2.7787 2.3856
H 2.2669 -0.4404 2.8002
H 1.5122 -2.0556 2.9848
H 0.6067 -0.5653 3.3645
H 1.4452 -1.4310 0.5505
H -0.1752 -1.3247 1.2721
H 0.6835 1.1837 1.7889
H -1.3417 1.7148 2.0963
H -2.1985 -0.6364 -3.2269
H -3.8700 -0.3722 -2.7335
H -2.3117 1.0325 -4.6513
H -3.9996 1.3053 -4.2470
H -3.3485 2.9693 -2.9714
H 1.5743 1.9047 -3.5100
H -0.1010 2.3050 -3.8347
H 0.4483 2.2776 -2.1576
H -1.8712 -1.9353 -0.6441
H -0.5924 -3.1128 -0.4072
H -1.5096 -3.2138 -1.8803
H -6.4628 3.4176 2.3240
H -8.7722 3.1705 3.0329
H -10.2548 1.5094 1.9498
H -9.2945 0.0418 0.1550
H -7.0142 0.2838 -0.5429
Br -5.0471 -2.2031 -6.2657
C -4.1004 -3.8233 -5.7514
C -4.5466 -4.3884 -4.4238
Br -3.8660 -3.4221 -2.8760
H -3.0435 -3.5781 -5.7785
H -4.3261 -4.5417 -6.5367
H -4.1583 -5.3982 -4.3115
H -5.6265 -4.3998 -4.3176
Br 3.5895 1.2419 5.8048
C 5.2901 0.9882 4.8931
C 5.4406 1.9222 3.7241
Br 4.3653 1.3509 2.2039
H 5.3330 -0.0564 4.6023
H 6.0532 1.1879 5.6426
H 6.4652 1.9222 3.3606
H 5.1381 2.9383 3.9560
Br -2.4771 0.7842 4.4296
C -4.0921 0.8427 5.5010
C -4.9674 -0.3572 5.2548
Br -5.8465 -0.2039 3.5331
H -4.5859 1.7761 5.2477
H -3.7651 0.8748 6.5383
H -5.7580 -0.4068 6.0007
H -4.4187 -1.2935 5.2482
Br 8.8742 2.9126 2.5596
C 8.3762 2.9844 0.6778
C 7.9539 1.6373 0.1555
Br 9.4780 0.4687 -0.1451
H 9.2302 3.3924 0.1474
H 7.5458 3.6853 0.6253
H 7.4730 1.7431 -0.8145
H 7.2851 1.1152 0.8325
Br 8.5116 -1.3088 -3.3943
C 9.0060 -3.1859 -3.3061
C 10.1724 -3.4079 -2.3806
Br 11.8524 -2.8492 -3.1854
H 9.2099 -3.5063 -4.3225
H 8.1242 -3.7018 -2.9325
H 10.2913 -4.4679 -2.1671
H 10.0730 -2.8582 -1.4501
Br -2.4985 -3.2602 -8.8537
C -0.9743 -2.3482 -9.6599
C -0.4214 -1.2683 -8.7741
Br -1.5654 0.3027 -8.8234
H -1.3136 -1.9559 -10.6128
H -0.2377 -3.1307 -9.8277
H 0.5477 -0.9325 -9.1356
H -0.3317 -1.5716 -7.7349
Br 4.3599 -1.1765 9.0288
C 3.9832 0.1303 10.4157
C 4.0305 1.5339 9.8713
Br 5.8567 2.1344 9.5785
H 4.7026 -0.0365 11.2106
H 2.9835 -0.1035 10.7752
H 3.6052 2.2342 10.5868
H 3.5173 1.6275 8.9193
```

=====

The following is a DFT calculation (the ωB97M-V functional and the def2-TZVPD basis) of 2 unconnected molecules or ions with the total composition C8H14Br2Si at a distorted geometry.

## Properties
- Orbital gap (spin up / spin down): 0.2494 / 0.2202 hartree
- Spin multiplicity: 3
- Max |F|: 0.074 Eh/bohr
- Net charge: 0

```
25
C8H14Br2Si, DFT the ωB97M-V functional and the def2-TZVPD basis
C -3.1050 0.2535 -2.6364
C -2.5313 0.6295 -1.4911
C 2.5134 0.6029 0.6104
C 2.2231 -0.8652 0.2422
C 1.4346 0.9930 1.6596
C 0.8864 -1.0324 -0.4542
C 0.0997 0.9542 0.8838
C -0.2241 -0.4157 0.4834
Si -1.9133 -0.5790 -0.3807
Br -1.9165 -2.6585 -1.0088
Br -3.4649 -0.8721 2.4560
H -3.3531 0.9856 -3.5038
H -3.3196 -0.8106 -2.8306
H -2.3890 1.7873 -1.2782
H 3.4735 0.7582 0.9867
H 2.2888 1.3155 -0.1510
H 2.9730 -1.2999 -0.3431
H 2.0615 -1.3038 1.1854
H 1.4355 0.2892 2.5068
H 1.6884 1.9950 1.9741
H 0.9947 -0.6944 -1.4803
H 0.6246 -2.1482 -0.5193
H -0.7130 1.3722 1.5769
H 0.2612 1.7137 0.0489
H -0.0285 -0.9696 1.4632
```

=====

The following is a DFT calculation (the ωB97M-V functional and the def2-TZVPD basis) of a molecular structure, C16H24AsF7MnO12 at a distorted geometry.

## Properties
- Orbital gap (spin up / spin down): 0.3054 / 0.3732 hartree
- Spin multiplicity: 6
- Max |F|: 0.126 Eh/bohr
- Net charge: 0
- ΔE to the lowest compared entry with this formula, charge and spin: 290.6 kJ/mol

```
61
C16H24AsF7MnO12, DFT the ωB97M-V functional and the def2-TZVPD basis
Mn -1.4281 0.7762 0.1804
As 2.5626 0.5289 0.0819
F 3.0167 1.9287 1.0105
F 4.2837 0.0995 -0.2992
F 2.0968 -0.9548 -0.6630
F 0.7984 1.0403 0.2714
F 2.5804 1.3764 -1.4579
F 2.6204 -0.2785 1.6702
F -3.3480 0.9386 0.0775
C 2.0406 3.4349 -4.6762
C 0.5145 3.5695 -4.2496
C -0.3833 2.5715 -4.9831
O -1.0921 2.0939 -3.7783
C -0.4801 2.3942 -2.6366
O -0.9213 1.9955 -1.5148
O 0.3441 3.3035 -2.8558
H 2.2761 2.4270 -4.3343
H 2.7052 4.2058 -4.2862
H 2.1591 3.4621 -5.7594
H 0.1887 4.5498 -4.5973
H 0.0269 1.7366 -5.5512
H -1.0792 3.0014 -5.7036
C 0.3810 -4.6441 2.9348
C -0.7905 -3.7021 3.1424
C -0.7990 -2.7364 4.3114
O -0.9122 -1.5099 3.6872
C -1.0245 -1.6197 2.3264
O -1.0377 -0.6552 1.5703
O -0.9852 -2.8999 2.0282
H 0.1174 -5.5611 2.4077
H 0.7052 -5.0601 3.8886
H 1.3411 -4.2502 2.6015
H -1.7022 -4.2691 3.3304
H 0.1634 -2.8470 4.8110
H -1.6348 -2.9171 4.9873
C 2.3626 2.8413 4.4259
C 0.8378 2.4421 4.5345
C -0.0777 3.7377 4.6428
O -1.1607 3.4283 3.7679
C -0.8148 2.4097 2.8923
O -1.4740 2.0871 1.8772
O 0.4210 2.0090 3.2420
H 2.8818 2.9516 5.3779
H 2.4301 3.8498 4.0178
H 2.8485 2.0890 3.8046
H 0.7093 1.6247 5.2439
H 0.4027 4.7044 4.4919
H -0.4198 3.6794 5.6761
C -1.1333 -3.8173 -4.5666
C -1.9133 -2.8506 -3.6705
C -2.5154 -3.4116 -2.4443
O -2.3033 -2.3559 -1.5226
C -1.3468 -1.5995 -1.9281
O -0.8194 -0.8057 -1.1643
O -0.9053 -2.0604 -3.1035
H -0.4785 -4.5585 -4.1084
H -0.6718 -3.2455 -5.3717
H -1.9744 -4.4015 -4.9399
H -2.5958 -2.2423 -4.2640
H -2.0354 -4.3699 -2.2459
H -3.5579 -3.6646 -2.6373
```